P:
This record from OMol25 describes a single C17H24N4O2S molecule. The level of theory is ωB97M-V/def2-TZVPD.

CARTESIAN COORDINATES (ANGSTROEM)
C 6.6464 0.3001 1.3674
C 5.9387 -0.0505 0.0622
N 4.5062 0.1903 0.1497
C 3.6985 -0.9174 0.6129
C 3.4108 -1.9278 -0.4993
C 4.0755 1.4292 -0.1613
O 4.8367 2.3063 -0.5283
C 2.5910 1.7454 -0.0291
S 1.5783 0.9724 -1.3355
C 0.4967 0.0323 -0.3560
N 0.5586 -0.1414 0.9397
N -0.4645 -0.9361 1.2879
C -1.1314 -1.2438 0.2127
C -2.3377 -2.1175 0.1573
O -3.4282 -1.5169 -0.5060
C -4.0608 -0.4519 0.0907
C -3.7047 0.1057 1.3094
C -4.4337 1.1815 1.7933
C -5.4974 1.6985 1.0825
C -5.8591 1.1448 -0.1426
C -7.0202 1.7004 -0.9099
C -5.1337 0.0721 -0.6278
N -0.5618 -0.6484 -0.8807
C -0.9549 -0.7183 -2.2585
H 6.5140 1.3571 1.5823
H 6.2442 -0.2792 2.1960
H 7.7092 0.0918 1.2800
H 6.0988 -1.0999 -0.1907
H 6.3315 0.5758 -0.7417
H 2.7557 -0.5579 1.0259
H 4.2431 -1.4161 1.4204
H 2.7426 -2.6983 -0.1231
H 4.3252 -2.4028 -0.8466
H 2.9394 -1.4375 -1.3473
H 2.1626 1.4312 0.9205
H 2.4835 2.8230 -0.1580
H -2.1178 -3.0168 -0.4293
H -2.5963 -2.4148 1.1799
H -2.8714 -0.2699 1.8808
H -4.1554 1.6170 2.7414
H -6.0539 2.5374 1.4734
H -6.9226 2.7791 -1.0206
H -7.0878 1.2503 -1.8968
H -7.9497 1.5041 -0.3761
H -5.3863 -0.3848 -1.5729
H -0.3754 -1.4841 -2.7798
H -2.0148 -0.9596 -2.3166
H -0.7677 0.2458 -2.7320

Its structure (SMILES) is CCN(CC)C(=O)CSc1nnc(COc2cccc(C)c2)n1C. The HOMO-LUMO gap is 9.180 eV. The value obtained for the lowest unoccupied orbital energy is 0.53 eV. As for the highest occupied orbital energy: -8.6 eV. Its net charge is 0.

=====

Q:
This record from OMol25 describes a single C17H24N4O2S molecule. The level of theory is ωB97M-V/def2-TZVPD.

CARTESIAN COORDINATES (ANGSTROEM)
C -6.4219 -1.4989 -1.1743
C -5.8657 -1.6116 0.2426
O -5.3614 -0.3860 0.7308
C -4.1612 0.0799 0.2800
C -3.2758 -0.6073 -0.5447
C -2.0746 -0.0287 -0.9060
C -1.7248 1.2428 -0.4640
O -0.5184 1.7162 -0.9141
C 0.0679 2.8296 -0.2894
C 0.5212 2.5381 1.1422
S 1.2713 0.8837 1.2549
C 2.6088 1.1038 0.1843
N 3.1131 2.2572 -0.2128
N 4.1244 1.9562 -1.0109
N 4.2721 0.7045 -1.1264
N 3.3309 0.1076 -0.3889
C 3.1841 -1.3244 -0.3381
C 3.3326 -1.8407 1.0930
C 3.2004 -3.3603 1.1105
C 1.8585 -3.7852 0.5227
C 1.7146 -3.2659 -0.9044
C 1.8382 -1.7462 -0.9319
C -2.6085 1.9325 0.3582
C -3.8082 1.3537 0.7209
H -5.6425 -1.2126 -1.8761
H -6.8414 -2.4533 -1.4807
H -7.2030 -0.7435 -1.2033
H -5.1018 -2.3972 0.3009
H -6.6715 -1.8665 0.9369
H -3.5000 -1.5965 -0.9107
H -1.3869 -0.5564 -1.5482
H 0.9442 3.0619 -0.9008
H -0.5994 3.7011 -0.2916
H 1.2539 3.2727 1.4699
H -0.3159 2.4950 1.8383
H 3.9998 -1.7132 -0.9583
H 2.5523 -1.3980 1.7167
H 4.3029 -1.5396 1.4939
H 3.2908 -3.7210 2.1362
H 4.0108 -3.8023 0.5265
H 1.7785 -4.8736 0.5314
H 1.0508 -3.3824 1.1373
H 0.7463 -3.5595 -1.3129
H 2.4916 -3.7067 -1.5331
H 1.0311 -1.3041 -0.3444
H 1.7592 -1.3758 -1.9564
H -2.3846 2.9260 0.7150
H -4.4980 1.8829 1.3592

Its structure (SMILES) is CCOc1ccc(OCCSc2nnnn2C2CCCCC2)cc1. The HOMO-LUMO gap is 8.596 eV. The value obtained for the lowest unoccupied orbital energy is 0.54 eV. As for the highest occupied orbital energy: -8.1 eV. Its net charge is 0.

=====

Most stable one: P, least stable one: Q.

=====

P:
This record from OMol25 describes 3 unconnected molecules or ions with the total composition C4H15NO2S. The level of theory is ωB97M-V/def2-TZVPD.

CARTESIAN COORDINATES (ANGSTROEM)
C -1.3468 -3.3368 -0.9491
N -0.6568 -2.4987 0.0078
C 0.2950 -1.3928 -0.2768
C 0.1050 -0.6358 -1.5857
C 1.4785 -0.1692 -2.2076
S 1.2349 0.0852 -4.0001
H -2.3990 -3.2821 -0.7208
H -1.0679 -4.4212 -0.7781
H -1.2720 -3.2359 -2.0391
H -1.4010 -2.0704 0.5631
H 1.2332 -1.9740 -0.2384
H 0.3353 -0.6534 0.5149
H -0.4475 0.2644 -1.2743
H -0.4696 -1.1745 -2.3332
H 2.1519 -1.0257 -2.1754
H 1.7727 0.8026 -1.7013
H 0.3195 1.0573 -4.0505
O 0.9325 2.6674 3.7577
H 1.5656 2.3313 4.3919
H 0.8083 3.6210 3.8181
O -0.7241 4.9470 3.8787
H -1.4615 4.3357 3.9589
H -0.9861 5.7584 3.4393

Its structure (SMILES) is CNCCCS.O.O. The HOMO-LUMO gap is 9.138 eV. The value obtained for the lowest unoccupied orbital energy is 0.70 eV. As for the highest occupied orbital energy: -8.4 eV. Its net charge is 0.

=====

Q:
This record from OMol25 describes 4 unconnected molecules or ions with the total composition C4H15NO2S. The level of theory is ωB97M-V/def2-TZVPD.

CARTESIAN COORDINATES (ANGSTROEM)
C -0.4474 0.6710 -2.4225
C 0.0408 0.0715 -1.1018
C 1.2764 -0.7311 -1.1513
C 1.8532 -1.2150 0.1897
S 2.2744 0.3350 1.0600
N -1.0694 -0.4434 -0.2406
H 0.1752 1.3751 -3.0225
H -1.2995 1.3097 -2.1411
H -0.5959 -0.1157 -3.2049
H 0.4531 0.9496 -0.4821
H 1.1614 -1.5193 -1.9041
H 2.1064 -0.1105 -1.5464
H 1.1230 -1.8668 0.6733
H 2.7478 -1.7779 -0.0271
H 0.8817 1.7413 -0.2187
H -1.7656 -0.8318 -0.8807
H -1.5118 0.3606 0.2106
H -0.0342 -0.7172 3.7762
H 0.4998 0.0271 2.5402
O -0.3311 -0.2526 2.9842
H -1.7897 0.6217 2.1654
H -3.0762 1.1251 2.8034
O -2.6724 0.9937 1.9407

The HOMO-LUMO gap is 6.927 eV. The value obtained for the lowest unoccupied orbital energy is -1.55 eV. As for the highest occupied orbital energy: -8.5 eV. Its net charge is 0.

=====

R:
This record from OMol25 describes 5 unconnected molecules or ions with the total composition C4H15NO2S. The level of theory is ωB97M-V/def2-TZVPD.

CARTESIAN COORDINATES (ANGSTROEM)
C -1.2692 1.7554 -0.4484
N -0.6394 2.6844 -1.2570
C 2.0381 -2.3228 -0.8528
C 2.2260 -1.4600 -1.8420
S -1.9554 -1.5224 0.6274
C -0.8780 1.9220 1.0087
H -2.3490 1.7572 -0.5941
H -0.9902 0.6973 -0.7331
H 0.4236 2.5571 -1.2999
H 2.0680 -3.3812 -1.0736
H 1.8149 -2.0178 0.1631
H 2.5719 -0.4311 -1.7617
H 2.2313 -1.8505 -2.8554
H -2.9614 -1.4479 1.5153
H -1.4666 2.6700 1.5392
H -1.1315 0.9401 1.4019
H 0.2143 2.0221 1.1265
H 1.8577 1.4887 0.1640
H -0.9917 2.7898 -2.2042
O 1.6464 1.7743 -0.7383
H 0.1167 -1.1176 1.6752
H 1.0915 -0.9055 2.8996
O 1.0347 -1.0910 1.9483

The HOMO-LUMO gap is 3.641 eV. The value obtained for the lowest unoccupied orbital energy is -5.04 eV. As for the highest occupied orbital energy: -8.7 eV. Its net charge is 0.

=====

Most stable one: P, least stable one: R.

=====

P:
This record from OMol25 describes 2 unconnected molecules or ions with the total composition C5H13N3O2. The level of theory is ωB97M-V/def2-TZVPD.

CARTESIAN COORDINATES (ANGSTROEM)
C -0.0245 -0.4807 3.2219
C 0.0751 0.5092 2.1087
N 0.6118 0.0502 0.8402
C 0.1033 -1.0286 0.2208
N -0.9766 -1.7722 0.5972
N 0.9248 -1.6452 -0.8024
H -0.8724 -1.1404 3.0365
H 0.3083 -0.3224 4.2997
H 0.9666 -1.1311 3.0591
H -0.8688 1.1157 1.8043
H 0.9819 1.1298 2.6615
H -1.8186 -1.2554 1.0096
H -1.2714 -2.5337 0.1161
H 1.8885 -1.4600 -0.9071
H 0.3985 -1.6106 -1.6870
C -0.6953 2.1268 -1.9852
C 0.4686 1.4250 -2.6685
O 1.5672 1.9755 -2.9269
O 0.3440 -0.0025 -2.7252
H -0.8183 3.1707 -2.4178
H -0.5542 1.9492 -0.9063
H -1.5486 1.4111 -2.3534
H 0.8103 -0.4802 -3.5957

Its structure (SMILES) is CCN=C(N)N.CC(=O)O. The HOMO-LUMO gap is 8.905 eV. The value obtained for the lowest unoccupied orbital energy is 0.34 eV. As for the highest occupied orbital energy: -8.6 eV. Its net charge is 0.

=====

Q:
This record from OMol25 describes 2 unconnected molecules or ions with the total composition C5H13N3O2. The level of theory is ωB97M-V/def2-TZVPD.

CARTESIAN COORDINATES (ANGSTROEM)
C 0.1165 -0.4552 2.1822
C -0.6917 0.6012 1.2796
N 0.1816 1.8061 1.1284
C 1.3461 1.6646 0.5466
N 1.5665 0.7126 -0.5322
N 2.4752 2.4484 0.8826
H -0.2434 -0.6821 3.1969
H 1.2265 -0.2737 2.2050
H 0.0229 -1.3544 1.5269
H -1.1369 0.0982 0.5244
H -1.4348 0.9820 2.0355
H 1.1796 -0.2539 -0.2885
H 2.5119 0.7447 -0.8847
H 3.1236 2.6468 0.1853
H 2.1208 3.3063 1.5084
C -1.6146 -2.3534 -2.2659
C -1.7642 -0.9619 -1.9555
O -2.6193 -0.1613 -2.0439
O -0.4890 -0.5957 -1.3744
H -1.1248 -2.8235 -1.4506
H -1.3976 -2.6515 -3.2465
H -2.7029 -2.7981 -2.0942
H -0.6520 0.3538 -1.0652

Its structure (SMILES) is CCN=C(N)N.CC(=O)O. The HOMO-LUMO gap is 9.323 eV. The value obtained for the lowest unoccupied orbital energy is 0.74 eV. As for the highest occupied orbital energy: -8.6 eV. Its net charge is 0.

=====

R:
This record from OMol25 describes 2 unconnected molecules or ions with the total composition C5H13N3O2. The level of theory is ωB97M-V/def2-TZVPD.

CARTESIAN COORDINATES (ANGSTROEM)
C -2.6330 0.1099 1.0103
C -1.3078 0.7938 0.5862
N -0.1712 -0.0896 0.8894
C 0.5833 0.1339 1.8936
N 0.2196 0.8682 2.9776
N 1.8984 -0.3503 1.9143
H -3.2888 0.6608 1.6754
H -2.4564 -0.9122 1.3122
H -3.2576 0.0132 0.1157
H -1.3046 0.8743 -0.4940
H -1.1453 1.7318 1.1238
H -0.6521 1.3653 2.9556
H 0.9106 1.2444 3.5985
H 2.1883 -0.6146 0.9813
H 2.6057 0.3428 2.1432
C 1.2754 -0.9922 -3.7330
C 0.6737 -0.4691 -2.4698
O -0.2878 0.2673 -2.4355
O 1.2052 -0.9924 -1.3690
H 1.0682 -2.0545 -3.7539
H 2.3036 -0.7492 -3.8000
H 0.7157 -0.6030 -4.5764
H 0.8566 -0.5785 -0.5456

Its structure (SMILES) is CCN=C(N)N.CC(=O)O. The HOMO-LUMO gap is 9.594 eV. The value obtained for the lowest unoccupied orbital energy is 0.73 eV. As for the highest occupied orbital energy: -8.9 eV. Its net charge is 0.

=====

Most stable one: R, least stable one: P.

=====

P:
This record from OMol25 describes a gas-phase ion, C6H10O (charge +1). The level of theory is ωB97M-V/def2-TZVPD.

CARTESIAN COORDINATES (ANGSTROEM)
C 2.1210 -1.1298 0.5856
C 0.7790 -0.5141 0.8198
C 0.1419 -0.7511 2.0276
C -1.6997 1.4813 -1.3018
O -1.6821 0.8692 -2.5796
C -1.1798 0.5371 -0.2354
C 0.1409 0.1567 -0.2621
H 1.9737 -2.0996 0.1077
H 2.7009 -1.2157 1.4957
H 2.7116 -0.5642 -0.1272
H 0.5909 -1.4364 2.7375
H -0.6985 -0.2175 2.4512
H -1.1094 2.3948 -1.2882
H -2.7414 1.6677 -1.0855
H -0.9235 0.2853 -2.6884
H -1.9196 0.0900 0.4160
H 0.7940 0.4462 -1.0730

The HOMO-LUMO gap (spin up / spin down) is 9.177 / 6.846 eV. The value obtained for the lowest unoccupied orbital energy (spin up / spin down) is -5.71 / -7.98 eV. As for the highest occupied orbital energy (spin up / spin down): -14.9 / -14.8 eV. As for the multiplicity: 2. Its net charge is +1.

=====

Q:
This record from OMol25 describes a gas-phase ion, C6H10O (charge +1). The level of theory is ωB97M-V/def2-TZVPD.

CARTESIAN COORDINATES (ANGSTROEM)
C -1.4116 1.6436 -2.0700
C -0.4305 0.6250 -1.4993
C 0.1660 -0.3982 -2.2415
C 0.2592 -0.7001 2.1062
O 1.4824 -1.1272 2.7621
C 0.0518 -0.4805 0.6566
C -0.2154 0.6539 0.0248
H -1.3316 1.6418 -3.1405
H -1.0903 2.5311 -1.5632
H -2.4073 1.5233 -1.9000
H -0.3595 -0.9182 -3.0697
H 0.9537 -1.0209 -1.8116
H -0.4356 -1.6498 2.3154
H -0.1741 0.2405 2.5594
H 2.0421 -1.7136 2.2774
H 0.3395 -1.4001 0.0297
H 0.0873 1.7211 0.3453

The HOMO-LUMO gap (spin up / spin down) is 8.950 / 6.011 eV. The value obtained for the lowest unoccupied orbital energy (spin up / spin down) is -5.40 / -8.31 eV. As for the highest occupied orbital energy (spin up / spin down): -14.4 / -14.3 eV. As for the multiplicity: 2. Its net charge is +1.

=====

Most stable one: P, least stable one: Q.